Model 1:
This record from OMol25 describes a 3-piece molecular cluster, C5H13NO2 overall. The level of theory is the ωB97M-V functional and the def2-TZVPD basis.

Values from the calculation:
⟨S²⟩ = 0.77
Net charge = +1
2S+1 = 2
Orbital gap (spin up / spin down) = 0.39729 / 0.23717 Eh
HOMO energy (spin up / spin down) = -14.430 / -14.368 eV

Last column: Mulliken charge in e.
Positions of all 21 atoms, in Å:
C (-0.8345, 0.9974, -1.6251)  -0.8289
C (-0.0403, -0.0319, -1.4689)  0.4306
N (1.3972, 0.0648, -1.3514)  -0.0522
C (2.1366, -1.1088, -0.8608)  -0.8073
C (0.8674, -2.2544, 0.9369)  -0.7061
C (1.8016, -1.3530, 0.6318)  0.1490
H (-0.5812, 1.9955, -1.4687)  0.3019
H (-1.8972, 0.9418, -1.9724)  0.2751
H (-0.3586, -1.1501, -1.6141)  0.2901
H (1.7002, 0.9328, -0.8193)  0.3527
H (3.2420, -0.8963, -1.0153)  0.3184
H (1.8576, -2.0044, -1.4554)  0.4097
H (0.3443, -2.3470, 1.9422)  0.2297
H (0.2979, -2.8235, 0.1949)  0.3109
H (2.4297, -0.7834, 1.4000)  0.3116
H (-1.3478, 3.4019, 1.1670)  0.2975
H (-2.0467, 4.6349, 1.5965)  0.3146
O (-2.1478, 3.8954, 1.0337)  -0.6075
H (-2.1276, -1.3243, 1.1126)  0.3157
H (-2.6142, -0.0477, 1.6594)  0.2957
O (-2.0785, -0.7398, 1.9762)  -0.6012

---

Model 2:
This record from OMol25 describes a 3-piece molecular cluster, C5H13NO2 overall. The level of theory is the ωB97M-V functional and the def2-TZVPD basis.

Values from the calculation:
⟨S²⟩ = 0.76
Net charge = +1
2S+1 = 2
Orbital gap (spin up / spin down) = 0.30255 / 0.26781 Eh
HOMO energy (spin up / spin down) = -14.702 / -14.696 eV

Last column: Mulliken charge in e.
Positions of all 21 atoms, in Å:
C (-1.0912, -1.6897, -1.0710)  -0.9683
N (1.4541, -1.1584, -0.0623)  -0.4447
C (0.7592, -0.1267, -0.8185)  0.9821
C (-0.6455, -0.2140, -1.1737)  -0.5324
C (2.5522, 1.7722, -0.3227)  -0.6987
C (1.2695, 1.2497, -0.7183)  -0.3817
H (-0.2864, -2.3448, -1.5659)  0.3056
H (-0.9569, -1.8938, 0.0235)  0.2130
H (-2.1507, -1.9314, -1.2656)  0.3505
H (1.1064, -1.0062, 0.9325)  0.3145
H (2.4241, -0.9317, -0.0921)  0.3039
H (-0.8653, 0.3627, -2.1374)  0.4753
H (3.5147, 1.2959, -0.1578)  0.2651
H (2.6368, 2.8685, -0.2469)  0.2474
H (0.4641, 1.9968, -0.6056)  0.3084
H (-1.2712, 0.1509, -0.3592)  0.2589
H (-2.4239, 1.7526, 1.8463)  0.3389
O (-2.6601, 0.9210, 1.3296)  -0.5990
H (-0.8042, -0.5551, 2.8215)  0.3271
H (-1.9899, 0.2332, 1.7024)  0.3747
O (-1.0358, -0.7517, 1.9413)  -0.4404

---

Model 3:
This record from OMol25 describes a 2-piece molecular cluster, C5H13NO2 overall. The level of theory is the ωB97M-V functional and the def2-TZVPD basis.

Values from the calculation:
⟨S²⟩ = 0.77
Net charge = +1
2S+1 = 2
Orbital gap (spin up / spin down) = 0.42640 / 0.25023 Eh
HOMO energy (spin up / spin down) = -15.405 / -15.382 eV

Last column: Mulliken charge in e.
Positions of all 21 atoms, in Å:
C (-0.6518, 1.4364, -0.2739)  -0.0869
N (0.0415, 0.3471, -0.8281)  0.3080
C (-0.5188, -0.9534, -0.6027)  -0.4851
C (-0.1697, -1.4891, 0.7961)  -0.8893
C (1.4066, 0.5529, -1.2230)  -0.3651
C (2.3862, 0.7149, -0.0356)  -1.1420
O (-0.1489, 2.5297, -0.2522)  -0.3342
H (-1.6419, 1.3032, 0.1473)  0.4918
H (-1.6028, -0.9435, -0.7463)  0.4457
H (-0.1912, -1.6858, -1.3337)  0.3318
H (0.8693, -1.3516, 1.0791)  0.2325
H (-0.6435, -0.8814, 1.5681)  0.2853
H (-0.5057, -2.5158, 0.9145)  0.3606
H (1.3937, 1.4690, -1.7706)  0.4016
H (1.8142, -0.2305, -1.8314)  0.3306
H (2.0405, 1.4597, 0.6738)  0.3737
H (3.3531, 1.0673, -0.3971)  0.3583
H (2.5725, -0.2309, 0.4689)  0.3523
H (-3.5269, -0.9437, 1.1630)  0.3280
H (-2.7436, 0.3355, 1.4681)  0.3269
O (-3.5328, 0.0099, 1.0155)  -0.6247

---

What is the stability order? It is model 3, model 1, model 2, from most stable to least stable.

---

Model 1:
This record from OMol25 describes a 5-piece molecular cluster, C2H16N2O4 overall. The level of theory is the ωB97M-V functional and the def2-TZVPD basis.

Values from the calculation:
SMILES = NCCN.O.O.O.O
Orbital gap = 0.33710 Eh
HOMO energy = -8.523 eV

Last column: Mulliken charge in e.
Positions of all 24 atoms, in Å:
N (2.1178, -0.8120, 0.8565)  -0.6205
C (2.1280, 0.6740, 0.8084)  -0.6577
C (1.1659, 1.0395, -0.3426)  0.0204
N (1.7852, 0.5410, -1.5374)  -0.5071
H (2.6209, -1.1598, 1.7539)  0.2351
H (2.6449, -1.0968, 0.0123)  0.2913
H (3.1516, 1.0615, 0.6252)  0.3437
H (1.7499, 1.1765, 1.7208)  0.3278
H (0.2456, 0.4948, -0.1815)  -0.2238
H (1.0575, 2.0733, -0.5094)  0.3844
H (1.0672, 0.0119, -2.1075)  0.1880
H (2.6338, 1.0031, -1.9728)  0.1637
O (-1.3725, -0.3370, -2.0202)  -0.6452
H (-2.0305, -1.0644, -2.2199)  0.2981
H (-1.9611, 0.2027, -1.4382)  0.4074
O (-2.2422, 0.0938, 1.9270)  -0.7625
H (-2.9575, -0.5305, 2.0223)  0.3320
H (-1.5130, -0.4555, 1.6428)  0.4106
O (-3.1242, 0.6010, -0.3580)  -0.6698
H (-3.9442, 1.0389, -0.3338)  0.2628
H (-2.7240, 0.6147, 0.4899)  0.4252
O (-0.3084, -1.9787, 0.6282)  -0.7788
H (0.4975, -1.4767, 0.7849)  0.4339
H (-0.6882, -1.7152, -0.2508)  0.3411

---

Model 2:
This record from OMol25 describes a 6-piece molecular cluster, C2H16N2O4 overall. The level of theory is the ωB97M-V functional and the def2-TZVPD basis.

Values from the calculation:
Orbital gap = 0.15477 Eh
HOMO energy = -9.324 eV

Last column: Mulliken charge in e.
Positions of all 24 atoms, in Å:
C (1.4319, -1.0648, 0.5241)  -0.9284
C (0.1942, -1.9279, 0.4448)  -0.1851
N (0.0265, -2.3501, -0.9267)  -0.2984
N (0.5001, 2.4095, -1.2853)  -0.6268
H (1.5989, -0.7286, 1.5499)  0.3069
H (2.2900, -1.6438, 0.1869)  0.3983
H (0.3331, -2.7943, 1.0987)  0.4468
H (-0.6811, -1.2580, 0.8139)  0.3963
H (-0.7378, -3.0092, -1.0073)  0.3009
H (-0.1487, -1.5173, -1.5050)  0.4141
H (1.3646, -0.1976, -0.1301)  0.1491
H (-0.0591, 3.0634, -0.7591)  0.2533
H (1.1313, 2.8872, -1.9170)  0.1671
H (-1.1791, 0.5281, 0.8271)  0.3000
O (-1.5576, 0.4985, -0.0585)  -0.6697
H (0.0683, 1.0668, 1.7349)  0.3613
H (0.6063, 2.0555, 0.4455)  0.5050
O (0.5543, 1.8721, 1.4012)  -0.6689
H (-1.0369, 0.4388, -0.9131)  0.4150
H (-1.1088, -0.2057, 3.0343)  0.1210
O (-0.5922, -0.2227, 2.2174)  -0.6446
H (0.1923, 1.4909, -1.6712)  0.2783
H (-0.7702, -0.0661, -3.1213)  0.1423
O (-0.3538, -0.0012, -2.2536)  -0.9338

---

What is the stability order? It is model 1, model 2, from most stable to least stable.

---

Model 1:
This record from OMol25 describes one molecule with the formula C21H20N4O2S. The level of theory is the ωB97M-V functional and the def2-TZVPD basis.

Values from the calculation:
SMILES = Cc1ccc(Sc2nc3c(c(=O)[nH]c(=O)n3C)n2CCc2ccccc2)cc1
Orbital gap = 0.31082 Eh
HOMO energy = -7.876 eV

Last column: Mulliken charge in e.
Positions of all 48 atoms, in Å:
C (-6.5031, -1.2031, -0.6841)  -1.4037
C (-5.2907, -0.4207, -0.2842)  0.8041
C (-4.9239, 0.7308, -0.9685)  -0.6325
C (-3.7894, 1.4374, -0.6123)  -0.5807
C (-3.0141, 0.9910, 0.4435)  0.5364
S (-1.5736, 1.9351, 0.9104)  -0.3986
C (-0.3698, 0.6869, 0.8870)  -0.0279
N (-0.5574, -0.5378, 0.4207)  -0.6116
C (0.6394, -1.1430, 0.5678)  1.1701
C (1.5631, -0.2805, 1.1421)  0.4374
C (2.9049, -0.6819, 1.4245)  -0.3846
O (3.7886, -0.0573, 1.9742)  -0.6462
N (3.1087, -1.9882, 0.9774)  0.0414
C (2.2325, -2.8766, 0.3814)  0.4897
O (2.5852, -3.9859, 0.0513)  -0.6784
N (0.9460, -2.4173, 0.2025)  0.0232
C (-0.0603, -3.2653, -0.3957)  -1.0540
N (0.8809, 0.9006, 1.3535)  0.1355
C (1.4820, 2.1535, 1.7238)  -1.1558
C (1.8467, 2.9634, 0.4648)  -0.9345
C (2.6919, 2.1157, -0.4449)  0.3704
C (2.0977, 1.3480, -1.4391)  -0.0082
C (2.8539, 0.4760, -2.2020)  -0.7912
C (4.2163, 0.3675, -1.9828)  -0.5020
C (4.8195, 1.1436, -1.0078)  -0.5894
C (4.0612, 2.0095, -0.2412)  -0.2742
C (-3.3706, -0.1435, 1.1531)  -0.3335
C (-4.4985, -0.8460, 0.7777)  -0.7078
H (-6.2063, -2.0753, -1.2672)  0.2902
H (-7.1739, -0.6006, -1.2911)  0.3707
H (-7.0407, -1.5566, 0.1931)  0.3636
H (-5.5285, 1.0797, -1.7930)  0.3382
H (-3.5067, 2.3306, -1.1483)  0.4087
H (4.0437, -2.3559, 1.1137)  0.2496
H (-0.5037, -2.7559, -1.2504)  0.3149
H (0.4258, -4.1874, -0.7078)  0.4124
H (-0.8444, -3.4809, 0.3306)  0.2979
H (0.7790, 2.7145, 2.3460)  0.4601
H (2.3855, 1.9203, 2.2909)  0.4645
H (2.3873, 3.8572, 0.7769)  0.5160
H (0.9284, 3.2665, -0.0420)  0.3524
H (1.0327, 1.4268, -1.6133)  0.4151
H (2.3772, -0.1237, -2.9639)  0.4358
H (4.8055, -0.3197, -2.5718)  0.4033
H (5.8821, 1.0650, -0.8341)  0.3890
H (4.5328, 2.5969, 0.5323)  0.3940
H (-2.7678, -0.4776, 1.9826)  0.4574
H (-4.7749, -1.7361, 1.3239)  0.3727

---

Model 2:
This record from OMol25 describes one molecule with the formula C21H20N4O2S. The level of theory is the ωB97M-V functional and the def2-TZVPD basis.

Values from the calculation:
SMILES = CCn1c(-c2cc(-c3cc(OC)ccc3OC)nc3ccccc23)n[nH]c1=S
Orbital gap = 0.28555 Eh
HOMO energy = -7.957 eV

Last column: Mulliken charge in e.
Positions of all 48 atoms, in Å:
C (-3.3065, -0.8631, 2.4180)  -0.9545
C (-2.7094, 0.4766, 1.9994)  -0.6232
N (-3.0581, 0.8037, 0.6419)  0.2402
C (-2.4061, 0.4488, -0.5105)  -0.5376
C (-1.1446, -0.3021, -0.5021)  0.5140
C (0.0471, 0.3556, -0.3449)  -0.1221
C (1.2488, -0.3919, -0.2918)  0.6248
C (2.5567, 0.2599, -0.1317)  0.3391
C (3.5265, -0.3980, 0.6086)  -0.3315
C (4.7948, 0.1423, 0.8018)  0.4726
O (5.6530, -0.5959, 1.5617)  -0.4353
C (6.9525, -0.1016, 1.7728)  -0.8622
C (5.0901, 1.3684, 0.2224)  -0.6891
C (4.1361, 2.0272, -0.5383)  -0.9269
C (2.8682, 1.4980, -0.7279)  0.3381
O (1.9023, 2.0923, -1.4890)  -0.3877
C (2.2351, 3.2395, -2.2315)  -1.0559
N (1.2555, -1.7030, -0.3384)  -0.5972
C (0.1022, -2.3723, -0.4946)  -0.4540
C (0.1433, -3.7820, -0.5531)  -0.4384
C (-1.0076, -4.4991, -0.7227)  -0.6165
C (-2.2455, -3.8475, -0.8454)  -0.7143
C (-2.3209, -2.4828, -0.7891)  -0.5078
C (-1.1546, -1.7160, -0.6062)  0.9386
N (-3.0335, 0.8777, -1.5584)  -0.6437
N (-4.1270, 1.5233, -1.0850)  0.0767
C (-4.1852, 1.4994, 0.2711)  0.3113
S (-5.3249, 2.1533, 1.2503)  -0.4158
H (-3.0535, -1.0677, 3.4540)  0.3975
H (-4.3895, -0.8298, 2.3248)  0.2779
H (-2.9207, -1.6692, 1.7969)  0.2499
H (-1.6194, 0.4570, 2.0809)  0.1946
H (-3.1113, 1.2745, 2.6309)  0.5029
H (0.0753, 1.4282, -0.2516)  0.6573
H (3.2904, -1.3540, 1.0458)  0.5130
H (6.9390, 0.8559, 2.3043)  0.3428
H (7.4545, -0.8459, 2.3888)  0.2448
H (7.4980, 0.0138, 0.8304)  0.3457
H (6.0576, 1.8292, 0.3432)  0.3917
H (4.4057, 2.9721, -0.9827)  0.3856
H (1.3458, 3.4770, -2.8135)  0.2606
H (2.4766, 4.0871, -1.5812)  0.3778
H (3.0720, 3.0508, -2.9109)  0.3933
H (1.1054, -4.2612, -0.4647)  0.4829
H (-0.9744, -5.5777, -0.7679)  0.3856
H (-3.1414, -4.4338, -0.9860)  0.4188
H (-3.2708, -1.9782, -0.8941)  0.4771
H (-4.7862, 1.9591, -1.7072)  0.1585

---

What is the stability order? It is model 1, model 2, from most stable to least stable.

---

Model 1:
This record from OMol25 describes one molecule with the formula C5H9NO4. The level of theory is the ωB97M-V functional and the def2-TZVPD basis.

Values from the calculation:
SMILES = C[C@@](N)(CC(=O)O)C(=O)O
Orbital gap = 0.37425 Eh
HOMO energy = -9.649 eV

Last column: Mulliken charge in e.
Positions of all 19 atoms, in Å:
C (-0.0131, 0.8654, -1.4170)  -1.7575
C (0.0620, 0.3719, 0.0340)  1.3574
N (-1.2777, 0.3361, 0.5910)  -0.7074
C (0.6690, -1.0442, 0.1019)  -0.6593
C (-0.3260, -2.0394, -0.4413)  0.5083
O (-0.5879, -2.2102, -1.6002)  -0.5717
O (-0.9097, -2.7350, 0.5392)  -0.4467
C (1.0035, 1.3366, 0.7690)  0.0775
O (2.1790, 1.1659, 0.9468)  -0.5682
O (0.3637, 2.4370, 1.1877)  -0.4508
H (-0.5116, 1.8309, -1.4558)  0.3938
H (-0.5787, 0.1492, -2.0055)  0.3930
H (0.9852, 0.9619, -1.8359)  0.3940
H (-1.6789, 1.2663, 0.6114)  0.2924
H (-1.2683, -0.0300, 1.5365)  0.2424
H (0.8980, -1.3006, 1.1362)  0.4210
H (1.5826, -1.0692, -0.4899)  0.3741
H (-1.5770, -3.3385, 0.1760)  0.3475
H (0.9859, 3.0460, 1.6159)  0.3602

---

Model 2:
This record from OMol25 describes a 3-piece molecular cluster, C5H9NO4 overall. The level of theory is the ωB97M-V functional and the def2-TZVPD basis.

Values from the calculation:
Orbital gap (spin up / spin down) = 0.27724 / 0.29456 Eh
HOMO energy (spin up / spin down) = -7.417 / -7.701 eV

Last column: Mulliken charge in e.
Positions of all 19 atoms, in Å:
C (0.0873, -0.6798, -0.3430)  -0.2559
N (-0.0970, 0.3219, 0.5158)  -0.1780
C (0.9373, 1.4640, -1.0398)  0.6052
C (-0.9280, -1.6244, 1.2745)  0.5140
C (2.2296, 1.7688, -0.9996)  -1.0424
C (-0.1760, -2.3007, 2.1243)  -0.9289
O (-1.3767, 0.8752, 0.3453)  -0.3855
O (-0.6115, -0.9155, -1.4433)  -0.4705
O (0.0249, 2.0382, -1.8772)  -0.4315
O (-2.2532, -1.7312, 1.1055)  -0.4910
H (-1.3475, 1.6619, 0.9054)  0.3738
H (-1.2094, -0.1671, -1.6146)  0.4517
H (0.4192, 2.7598, -2.3996)  0.2768
H (-2.5636, -0.9277, 0.6578)  0.3646
H (1.0266, -1.2038, -0.2512)  0.5282
H (2.8970, 1.2393, -0.3338)  0.2651
H (2.6568, 2.5867, -1.5839)  0.2320
H (-0.5999, -3.0642, 2.7696)  0.3110
H (0.8841, -2.1014, 2.1878)  0.2612

---

What is the stability order? It is model 1, model 2, from most stable to least stable.